[1]
Below is C22H21BrCsN5O12 as an isolated structure at a distorted geometry, with properties calculated with ωB97M-V/def2-TZVPD.

Geometry as ORCA input:
```
! RIJCOSX wB97M-V def2-TZVPD def2/J DEFGRID3
* xyz -2 1
Cs 0.33333 -1.25129 0.25021
O -0.34772 -3.38661 1.54374
C -1.59557 -3.31983 1.42384
O -2.36858 -2.61658 2.10275
C -2.20803 -4.09949 0.27149
C -2.80579 -5.30621 0.46603
C -3.36736 -6.00520 -0.62025
C -3.34049 -5.50404 -1.89956
C -2.70670 -4.28879 -2.11115
C -2.11224 -3.50003 -1.07323
O -1.57877 -2.38249 -1.21396
N -2.69825 -3.82670 -3.50112
O -3.53148 -4.30232 -4.26904
O -1.82143 -3.06219 -3.86031
N -4.00783 -7.28912 -0.39479
O -4.02089 -7.73509 0.74941
O -4.47624 -7.90059 -1.34939
H -2.86882 -5.72444 1.45907
H -3.79880 -6.03839 -2.71719
C -3.22872 0.16829 0.45565
O -2.32222 1.19198 0.83760
C -2.40195 1.50128 2.20667
C -1.72233 0.49539 3.12120
O -0.31365 0.46594 2.99592
C 0.32953 1.67958 3.30604
H -4.26128 0.49572 0.65064
H -3.03951 -0.77399 0.97363
H -3.09654 0.01064 -0.61263
H -3.45897 1.58920 2.51709
H -1.95401 2.49273 2.31834
H -2.05301 -0.52648 2.91989
H -1.99846 0.73454 4.16490
H -0.11335 2.13767 4.20286
H 0.31564 2.39124 2.47643
H 1.37641 1.45498 3.50549
O 1.49791 4.72281 -4.57532
C 1.06053 3.75177 -3.70812
C 1.22538 3.85758 -2.33224
C 0.75501 2.82667 -1.53901
N 0.16171 1.73258 -2.02539
C 0.02845 1.67183 -3.32944
Br -0.79338 0.08246 -3.98002
C 0.44279 2.63577 -4.24241
H 1.92267 5.40848 -4.05379
H 1.72091 4.69890 -1.86680
H 0.90005 2.88381 -0.46607
H 0.30462 2.52010 -5.30424
O 2.64662 -0.06784 0.29382
N 2.12868 1.06451 0.51470
N 2.92200 2.00131 0.92222
O 2.41098 3.19946 1.10505
C 4.33508 1.85913 1.12397
C 4.99759 0.65669 1.35823
C 6.36078 0.67940 1.61735
C 7.07637 1.86565 1.62953
C 6.40848 3.05722 1.38563
C 5.04791 3.06106 1.14463
H 4.45492 -0.27274 1.33388
H 6.86538 -0.25950 1.80874
H 8.14077 1.86146 1.82934
H 6.95027 3.99627 1.39452
H 4.47865 3.96362 0.98473
*
```

Properties
Relative energy (zero: lowest compared OMol25 entry of this formula, charge and spin)   29.55 kcal/mol
LUMO level   3.7026 eV

[2]
Below is a 2-piece molecular cluster, C22H21BrN3O2 overall at a distorted geometry, with properties calculated with ωB97M-V/def2-TZVPD.

Geometry as ORCA input:
```
! RIJCOSX wB97M-V def2-TZVPD def2/J DEFGRID3
* xyz -1 1
C 4.93816 1.86647 2.67193
N 3.86199 1.24849 3.42149
C 4.25294 0.32194 4.45456
C 2.55009 1.45627 3.10114
C 1.64478 0.35944 3.05393
C 0.35573 0.54839 2.61014
C -0.14980 1.86509 2.41776
C -1.53484 2.15098 2.20517
C -2.55104 1.31603 2.59097
C -3.90511 1.71071 2.47431
N -5.01521 2.06191 2.39826
C -2.37247 0.04248 3.19467
N -2.30300 -1.02674 3.68632
C 0.75177 2.96415 2.49094
C 2.08559 2.77080 2.78851
H 4.53869 2.58650 1.94830
H 5.62923 2.35832 3.36044
H 5.50304 1.08855 2.12475
H 3.44215 0.15089 5.16607
H 4.55019 -0.64578 4.04300
H 5.11707 0.73971 4.98549
H 1.98462 -0.65206 3.29259
H -0.24758 -0.34601 2.42636
H -1.80873 3.11534 1.77237
H 0.35365 3.97814 2.33593
H 2.78044 3.61994 2.84989
C -6.32158 -1.07383 -0.10048
C -5.79776 0.26572 -0.57257
O -4.35742 0.17108 -0.57330
C -3.62878 1.20906 -1.12242
C -2.30731 0.70648 -1.44778
C -1.33043 1.35333 -2.22545
C -1.33101 2.74249 -2.55352
C -0.32877 3.30501 -3.33650
C 0.72652 2.51476 -3.82037
Br 2.08248 3.27421 -4.89317
C 0.77327 1.13721 -3.52821
C -0.22935 0.57764 -2.74223
O -4.10058 2.33052 -1.29091
H -7.30665 -0.95952 0.35259
H -6.41059 -1.71953 -0.98373
H -5.64484 -1.53360 0.63810
H -6.14814 0.48667 -1.59278
H -6.10284 1.04569 0.14812
H -2.14204 -0.32234 -1.14432
H -2.14814 3.34627 -2.17703
H -0.36441 4.35378 -3.59582
H 1.58565 0.51953 -3.92983
H -0.22101 -0.48703 -2.49529
*
```

Properties
LUMO level   1.5686 eV

[3]
Below is C22H21BrN3O2PdSbSe4 as an isolated structure at a distorted geometry, with properties calculated with ωB97M-V/def2-TZVPD.

Geometry as ORCA input:
```
! RIJCOSX wB97M-V def2-TZVPD def2/J DEFGRID3
* xyz 0 5
Pd 0.77569 2.11585 -1.34146
O -0.74996 -2.90205 -0.83103
C -0.72655 -2.38010 -2.08050
C -1.41284 -3.07911 -3.05243
C -1.44035 -2.47982 -4.26920
C -0.58885 -1.42343 -4.61823
C 0.13552 -0.80974 -3.63758
C 0.06034 -1.25588 -2.37574
C 0.77785 -0.58467 -1.15356
O 1.73261 0.37822 -1.54095
N -0.33229 0.09327 -0.39693
N -0.39828 -0.22179 1.01235
C -1.50562 0.00609 1.55102
C -1.65726 -0.03883 3.02169
Br -0.89420 1.48309 3.79406
C -2.15559 -0.94761 3.82937
C -2.43524 -2.36291 3.36851
C -3.51366 -3.10156 3.97122
C -3.89172 -4.33079 3.38300
C -3.14254 -4.89419 2.39942
C -1.99015 -4.29245 2.03642
C -1.65661 -2.99315 2.37248
H -1.50572 -3.45238 -0.74782
H -2.00584 -3.97810 -2.85565
H -2.07717 -2.81353 -5.07321
H -0.59677 -1.09589 -5.63837
H 0.76346 0.10642 -3.89569
H 1.29924 -1.34847 -0.63101
H -1.17966 -0.09891 -0.95713
H -2.43576 0.40199 1.06241
H -2.17054 -0.83384 4.93965
H -4.21599 -2.63795 4.66101
H -4.77183 -4.87856 3.66919
H -3.36417 -5.75836 1.81935
H -1.27016 -4.77513 1.37512
H -0.77531 -2.55327 1.98152
Se -2.46541 5.41046 -2.77765
Sb -1.41268 4.32525 -0.74131
Se 0.39077 2.88914 -3.86600
Se 1.90274 4.00461 -2.58341
Se -1.56260 5.87132 0.92837
N 1.79974 2.40588 1.18265
C 2.96978 2.87864 0.68634
C 3.23758 4.27262 0.62882
C 4.35370 4.75106 -0.00204
C 5.22560 3.86429 -0.64219
C 5.02454 2.51325 -0.56287
C 3.89407 2.01118 0.12678
H 1.92053 1.52296 1.61650
H 1.45032 3.07388 1.86487
H 2.55859 4.98101 1.16465
H 4.58220 5.77116 0.02372
H 6.08494 4.37897 -1.10739
H 5.66526 1.87940 -1.17656
H 3.69626 0.93247 0.08545
*
```

Properties
Relative energy (zero: lowest compared OMol25 entry of this formula, charge and spin)   32.99 kcal/mol
LUMO level (alpha / beta)   -1.6754 / -2.7684 eV

[4]
Below is C22H21BrN3O5OsS2 as an isolated structure at a distorted geometry, with properties calculated with ωB97M-V/def2-TZVPD.

Geometry as ORCA input:
```
! RIJCOSX wB97M-V def2-TZVPD def2/J DEFGRID3
* xyz 1 1
Os 0.00085 0.36001 0.06838
O 1.52364 -1.10210 -3.48482
C 2.75908 -0.69889 -3.52939
C 3.58237 -1.10532 -4.62725
C 4.84663 -0.60859 -4.71702
C 5.33271 0.29474 -3.74171
C 4.54460 0.67840 -2.64823
C 3.27767 0.18325 -2.50060
C 2.43492 0.45720 -1.28865
O 1.05411 0.41821 -1.60507
N 2.71073 -0.62467 -0.33220
N 1.78024 -0.52072 0.77262
C 0.85979 -1.49733 0.74642
C 0.09185 -1.78369 2.00152
Br -1.25777 -0.42605 2.16852
C 0.22589 -2.75198 2.88071
C -0.59912 -2.94521 4.09729
C -1.94701 -3.26848 3.98806
C -2.71445 -3.44165 5.13139
C -2.13805 -3.28304 6.38339
C -0.79237 -2.95545 6.49338
C -0.02025 -2.79452 5.35376
H 1.05805 -0.55838 -2.73953
H 3.15929 -1.76979 -5.36763
H 5.48350 -0.88519 -5.54607
H 6.33074 0.69817 -3.84498
H 4.94436 1.36452 -1.91052
H 2.67602 1.44052 -0.86649
H 3.63658 -0.51009 0.06030
H 0.98501 -2.31450 0.03196
H 1.03653 -3.45388 2.69121
H -2.39234 -3.39917 3.00854
H -3.76094 -3.70158 5.04267
H -2.73600 -3.41797 7.27478
H -0.34364 -2.82181 7.46867
H 1.02940 -2.54082 5.43848
O 0.05893 4.35928 2.72426
S 0.34358 4.52149 1.33883
O -0.71683 4.89162 0.45877
O 1.68585 4.79442 0.94204
S 0.82881 2.05552 1.04011
C -5.09895 2.72163 -3.05630
C -3.89666 2.21146 -2.31703
C -3.35910 0.95427 -2.57135
C -2.25416 0.53275 -1.86960
N -1.66401 1.27693 -0.92134
C -2.17479 2.49080 -0.66663
C -3.26893 2.98047 -1.34373
H -5.46665 1.99471 -3.77724
H -4.85592 3.64443 -3.58451
H -5.90195 2.95322 -2.35531
H -3.79161 0.30455 -3.32031
H -1.81163 -0.43943 -2.06682
H -1.68919 3.06680 0.09073
H -3.62941 3.97092 -1.09644
*
```

Properties
LUMO level (alpha / beta)   -6.1203 / -6.1484 eV

[5]
Below is C22H21Cl2MnN3O4SSe as an isolated structure at a distorted geometry, with properties calculated with ωB97M-V/def2-TZVPD.

Geometry as ORCA input:
```
! RIJCOSX wB97M-V def2-TZVPD def2/J DEFGRID3
* xyz 2 4
Mn 0.51262 -0.11676 0.31439
Cl 6.12944 -0.25376 4.47096
C 4.97120 -0.24824 3.24413
C 5.34816 -0.31945 1.92780
C 4.42216 -0.35295 0.90265
Cl 4.97498 -0.63244 -0.71862
C 3.07148 -0.28141 1.19350
O 2.20774 -0.44323 0.14010
C 2.68252 -0.18777 2.60500
C 1.33469 0.10342 2.99652
O 0.39532 0.26651 2.22184
C 3.64876 -0.16266 3.63477
H 6.42225 -0.36958 1.70439
H 1.11119 0.34192 4.06066
H 3.31900 -0.17560 4.66289
O -7.34122 -0.26803 0.21880
C -6.25077 0.11117 1.01793
O -6.38827 0.61794 2.08230
C -4.91268 -0.15835 0.42000
C -3.82792 0.17586 1.19972
C -2.55996 0.14176 0.67067
C -2.37743 -0.24233 -0.70010
S -0.87576 -0.05225 -1.54862
C -3.46050 -0.65629 -1.48364
C -4.72095 -0.64379 -0.87384
H -7.14469 -0.98591 -0.39803
H -3.99802 0.54256 2.18048
H -1.68608 0.49680 1.23387
H -3.31363 -0.98699 -2.52317
H -5.59808 -0.99608 -1.42096
C -1.83419 3.41163 -2.48676
N -0.37777 3.16828 -2.79096
C 0.19020 3.46920 -4.01515
C 1.51245 3.08066 -3.90038
N 1.69423 2.67010 -2.58556
C 3.01650 2.27820 -2.05637
C 0.51453 2.63612 -1.91928
Se 0.26995 2.21503 -0.09861
H -1.93741 4.37850 -1.99309
H -2.24726 2.65936 -1.81095
H -2.35555 3.38835 -3.44146
H -0.37031 3.95660 -4.78782
H 2.34240 3.20603 -4.60377
H 3.73330 2.98723 -2.46594
H 3.26187 1.28199 -2.41058
H 2.97746 2.29529 -0.99790
C 1.05719 -5.36354 0.86655
C -0.21771 -4.53318 1.15350
C -0.00140 -3.11395 1.02244
N 0.20791 -2.01749 0.74614
H 0.79003 -6.43091 1.09144
H 1.87677 -5.03748 1.52663
H 1.33445 -5.26967 -0.18959
H -0.49742 -4.69825 2.19321
H -1.03577 -4.88218 0.51789
*
```

Properties
Relative energy (zero: lowest compared OMol25 entry of this formula, charge and spin)   0.00 kcal/mol
LUMO level (alpha / beta)   -7.2095 / -8.5848 eV

no.,DFT total energy (hartree)
1,-4621.5630
2,-3739.6860
3,-13713.4084
4,-4852.0879
5,-6186.6113